This record from OMol25 describes a cluster of 2 separate species, C6H14N2O2 in total. The level of theory is ωB97M-V/def2-TZVPD.

The value obtained for the max |F| is 0.97 eV Å⁻¹. The HOMO energy (alpha / beta) is 0.8 / -6.3 eV. Its calculated total energy is -497.00903 a.u. The LUMO energy (alpha / beta) comes out at 3.72 / 3.56 eV. For the energy above the lowest of the compared OMol25 structures with the same formula, charge and spin, the calculation gives 44.3 kJ/mol. For the frontier orbital gap (alpha / beta), the calculation gives 2.93 / 9.86 eV.

The geometry in ORCA input format:
```
! wB97M-V def2-TZVPD RIJCOSX def2/J DEFGRID3
* xyz -1 2
C -1.984 -1.227 1.881
C -0.826 -2.110 -1.592
C -1.015 -1.570 0.782
O 0.195 -1.704 0.971
N -1.567 -1.694 -0.423
H -2.052 -2.064 2.581
H -2.572 -1.595 -0.517
H 0.136 -1.600 -1.649
H -1.631 -0.328 2.391
H -2.983 -1.004 1.516
H -0.630 -3.178 -1.566
H -1.470 -1.935 -2.452
C 2.621 0.293 0.034
C 0.033 2.996 -0.334
C 1.396 2.364 -0.245
O 2.426 3.025 -0.211
N 1.396 1.013 -0.200
H 0.571 0.448 -0.328
H 3.326 0.889 0.615
H 2.434 -0.650 0.540
H -0.129 3.636 0.544
H 3.164 0.086 -0.899
H -0.087 3.652 -1.190
H -0.755 2.256 -0.250
*
```